Density functional theory data (wB97M-V/def2-TZVPD) for a molecular structure, C6H15N at a distorted geometry.

Cartesian coordinates (Å):
N 0.0680 -0.5607 0.8126
C 0.6663 -0.5919 -0.2690
C -2.8214 -0.5101 0.0120
C 2.4744 1.0563 -0.5517
C 2.1833 -0.4486 -0.3831
C -2.8221 0.9773 0.1766
C -2.1339 -1.1336 -1.0027
H -3.4749 -1.0776 0.6727
H 3.7430 -0.0294 3.2402
H 2.4977 -0.9707 -1.2800
H -2.1582 1.4206 -0.5647
H 1.8205 1.5260 -1.2838
H -1.7295 -0.6062 -1.8477
H -2.4076 1.2143 1.1543
H 2.3183 1.5520 0.4149
H 3.5121 1.2161 -0.8531
H 2.6707 -0.8040 0.5088
H -3.8291 1.3816 0.0865
H 3.0580 0.2362 3.0895
H -2.1902 -2.2092 -1.1067
H -1.6134 -0.8745 0.2486
H 0.1681 -0.7638 -1.2742

- Energy above the lowest of the compared OMol25 structures with the same formula, charge and spin: 614.3 kJ/mol
- E_tot: -7949.399 eV
- Multiplicity: 1


Density functional theory data (wB97M-V/def2-TZVPD) for C6H15N in the gas phase at a distorted geometry.

Cartesian coordinates (Å):
N 0.0720 -0.2987 0.0763
C 1.7618 -0.0048 -1.8110
C -2.3377 1.5427 1.4634
C -1.7826 0.1353 1.7388
C -1.3473 -0.7028 0.5056
C 2.9191 0.1574 -0.8030
C 0.7208 -1.0517 -1.0980
H -2.8656 2.0730 2.2987
H 3.7422 -0.1650 -1.3559
H 1.2164 -1.8645 -0.6389
H 3.1445 1.2724 -0.6827
H -1.2188 -1.7813 0.7318
H -2.6090 -0.5577 2.1495
H -0.9695 0.2615 2.4245
H 2.2265 -0.4268 -2.8149
H -3.1248 1.4902 0.7102
H -1.5480 2.2205 1.0802
H 0.0764 0.7527 -0.1820
H -2.0688 -0.5955 -0.3607
H -0.1826 -1.3243 -1.7686
H 2.8541 -0.5391 0.0404
H 1.2191 0.8186 -2.1407

- Energy above the lowest of the compared OMol25 structures with the same formula, charge and spin: 207.4 kJ/mol
- Structure (SMILES): CCCNCCC
- E_tot: -7953.617 eV
- Multiplicity: 1


Which value of E_tot does entry 1 give?
-7949.399 eV


Repeat the first record exactly.
Density functional theory data (wB97M-V/def2-TZVPD) for a molecular structure, C6H15N at a distorted geometry.

Cartesian coordinates (Å):
N 0.0680 -0.5607 0.8126
C 0.6663 -0.5919 -0.2690
C -2.8214 -0.5101 0.0120
C 2.4744 1.0563 -0.5517
C 2.1833 -0.4486 -0.3831
C -2.8221 0.9773 0.1766
C -2.1339 -1.1336 -1.0027
H -3.4749 -1.0776 0.6727
H 3.7430 -0.0294 3.2402
H 2.4977 -0.9707 -1.2800
H -2.1582 1.4206 -0.5647
H 1.8205 1.5260 -1.2838
H -1.7295 -0.6062 -1.8477
H -2.4076 1.2143 1.1543
H 2.3183 1.5520 0.4149
H 3.5121 1.2161 -0.8531
H 2.6707 -0.8040 0.5088
H -3.8291 1.3816 0.0865
H 3.0580 0.2362 3.0895
H -2.1902 -2.2092 -1.1067
H -1.6134 -0.8745 0.2486
H 0.1681 -0.7638 -1.2742

- Energy above the lowest of the compared OMol25 structures with the same formula, charge and spin: 614.3 kJ/mol
- E_tot: -7949.399 eV
- Multiplicity: 1


Number 2 is which compound?
C6H15N